No. 1
Entry from the OMol25 dataset: an isolated molecule of C3H6N2O2 (wB97M-V/def2-TZVPD).

Computed properties:
LUMO   0.35 eV
E   -10278.253 eV
Frontier orbital gap   9.90 eV
Relative energy (zero: lowest compared OMol25 entry of this formula, charge and spin)   150.9 kcal/mol
Highest occupied orbital energy   -0.351 hartree

ORCA input file:
```
! wB97M-V def2-TZVPD RIJCOSX def2/J DEFGRID3
* xyz 0 1
H 1.701 0.109 1.752
N 2.039 0.031 0.717
C 0.993 -0.397 -0.040
O 1.228 -0.751 -1.255
C -0.021 -0.241 -1.827
O -0.648 0.651 -0.943
N -0.402 -0.373 0.310
C -1.029 0.280 1.394
H 0.077 0.570 -2.654
H -0.482 -1.249 -2.302
H -2.040 0.001 1.434
H -0.625 -0.024 2.438
H -0.793 1.392 0.976
*
```


No. 2
Entry from the OMol25 dataset: a 4-piece molecular cluster, C10H14Cl4F6O4 overall (wB97M-V/def2-TZVPD).

Computed properties:
LUMO   0.60 eV
E   -85181.078 eV
Frontier orbital gap   11.35 eV
Highest occupied orbital energy   -0.395 hartree

ORCA input file:
```
! wB97M-V def2-TZVPD RIJCOSX def2/J DEFGRID3
* xyz 0 1
C 0.556 0.459 3.205
C 1.202 -0.699 3.928
O 1.055 -1.835 3.036
C 1.856 -1.832 1.955
O 2.604 -1.009 1.624
C 1.477 -3.128 1.144
F 2.232 -3.088 0.033
F 1.783 -4.237 1.747
F 0.132 -3.068 0.782
H -0.496 0.289 3.194
H 0.832 0.475 2.147
H 0.716 1.427 3.678
H 0.740 -0.932 4.947
H 2.200 -0.530 3.923
C -2.041 2.911 -2.331
C -3.266 2.324 -1.604
O -3.148 0.885 -1.695
C -2.495 0.215 -0.770
O -1.812 0.705 0.156
C -2.572 -1.315 -0.713
F -2.962 -1.715 0.482
F -3.320 -1.922 -1.628
F -1.349 -1.744 -0.915
H -1.964 3.953 -2.032
H -2.161 2.838 -3.444
H -1.159 2.321 -2.046
H -4.112 2.503 -2.248
H -3.476 2.605 -0.556
Cl 0.848 -2.664 -5.199
C -0.230 -2.399 -3.910
Cl -1.031 -0.877 -3.858
H -0.973 -3.121 -3.784
H 0.419 -2.374 -3.082
Cl 3.537 2.865 -0.886
C 3.903 2.854 0.883
Cl 5.440 3.634 1.232
H 3.089 3.424 1.343
H 3.944 1.803 1.257
*
```


No. 3
Entry from the OMol25 dataset: C4H4N2O2 as an isolated structure (wB97M-V/def2-TZVPD).

Computed properties:
LUMO   -0.44 eV
E   -11278.779 eV
Frontier orbital gap   8.95 eV
Relative energy (zero: lowest compared OMol25 entry of this formula, charge and spin)   225.1 kcal/mol
Highest occupied orbital energy   -0.345 hartree

ORCA input file:
```
! wB97M-V def2-TZVPD RIJCOSX def2/J DEFGRID3
* xyz 0 1
C -0.825 0.956 -0.140
C 0.574 0.442 0.055
C 2.001 0.416 -0.049
C 0.478 -0.860 -0.087
H -2.701 -1.514 0.803
H -1.484 1.861 -0.005
H 2.512 0.976 0.823
H 2.557 0.535 -0.918
N -1.418 -0.224 -0.429
N -0.723 -1.251 -0.246
O -2.863 -0.242 0.144
O 1.894 -1.095 0.049
*
```